Entry 1:
DFT (ωB97M-V/def2-TZVPD) results for a structure of composition C2H2Cl2N2 in a non-equilibrium geometry.

Summary:
ΔE to the lowest compared entry with this formula, charge and spin = 421.0 kJ/mol
Kohn-Sham gap (spin up / spin down) = 7.66 / 7.90 eV
Total energy = -30125.1185 eV
LUMO level (spin up / spin down) = -0.0523 / -0.0442 hartree

```
! RIJCOSX wB97M-V def2-TZVPD def2/J DEFGRID3
* xyz 0 1
C -0.365 0.893 0.244
C -0.932 0.325 1.259
N -0.202 1.484 -0.765
N 1.835 -0.906 -1.109
Cl 1.073 -2.365 -0.935
Cl 1.097 0.199 -2.040
H -0.488 0.034 2.196
H -2.018 0.336 1.150
*
```

Entry 2:
DFT (ωB97M-V/def2-TZVPD) results for a cluster of 2 separate species, C2H2Cl2O in total in a non-equilibrium geometry.

Summary:
ΔE to the lowest compared entry with this formula, charge and spin = 351.2 kJ/mol
Kohn-Sham gap (spin up / spin down) = 8.36 / 8.27 eV
Total energy = -29194.8459 eV
LUMO level (spin up / spin down) = -0.0040 / -0.0091 hartree

```
! RIJCOSX wB97M-V def2-TZVPD def2/J DEFGRID3
* xyz 0 1
C 0.916 0.292 -0.221
C -1.339 -0.165 0.199
O -2.351 -0.063 0.867
Cl 1.487 1.751 0.452
Cl 1.470 -1.101 0.554
H 0.899 0.110 -1.231
H -1.082 -0.824 -0.620
*
```

Entry 3:
DFT (ωB97M-V/def2-TZVPD) results for a cluster of 2 separate species, C2H2Cl2O2 in total in a non-equilibrium geometry.

Summary:
ΔE to the lowest compared entry with this formula, charge and spin = 42.2 kJ/mol
Kohn-Sham gap = 11.60 eV
SMILES string = ClCCl.O=C=O
Total energy = -31246.5683 eV
LUMO level = 0.0206 hartree

```
! RIJCOSX wB97M-V def2-TZVPD def2/J DEFGRID3
* xyz 0 1
Cl 1.900 -0.027 -0.153
C 0.486 -0.813 -1.011
Cl -0.363 -2.103 -0.280
H 0.998 -1.108 -1.876
H -0.346 -0.043 -1.297
O -1.531 1.652 0.649
C -0.846 1.386 1.518
O -0.297 1.056 2.449
*
```

Entry 4:
DFT (ωB97M-V/def2-TZVPD) results for a cluster of 2 separate species, C2H2Cl2O2 in total in a non-equilibrium geometry.

Summary:
ΔE to the lowest compared entry with this formula, charge and spin = 0.0 kJ/mol
Kohn-Sham gap = 11.51 eV
SMILES string = ClCCl.O=C=O
Total energy = -31247.0061 eV
LUMO level = 0.0176 hartree

```
! RIJCOSX wB97M-V def2-TZVPD def2/J DEFGRID3
* xyz 0 1
Cl 1.194 -1.170 -0.560
C 1.156 0.589 -0.746
Cl 2.436 1.356 0.210
H 0.192 0.946 -0.387
H 1.324 0.829 -1.793
O -2.673 -1.785 1.417
C -2.098 -0.854 1.089
O -1.532 0.089 0.770
*
```

Entry 5:
DFT (ωB97M-V/def2-TZVPD) results for a structure of composition C2H2Cl2O2S in a non-equilibrium geometry.

Summary:
ΔE to the lowest compared entry with this formula, charge and spin = 293.1 kJ/mol
Kohn-Sham gap = 9.14 eV
Total energy = -42078.1159 eV
LUMO level = -0.0270 hartree

```
! RIJCOSX wB97M-V def2-TZVPD def2/J DEFGRID3
* xyz 0 1
C 0.507 0.759 0.011
C -0.763 -0.733 -0.106
O 3.012 1.202 0.074
O -2.052 -0.298 -0.026
S 1.997 0.170 0.276
Cl -0.444 -1.635 -1.597
Cl -0.337 -1.618 1.331
H 0.197 1.679 -0.619
H -2.117 0.474 0.657
*
```

Entry 6:
DFT (ωB97M-V/def2-TZVPD) results for the molecule C2H2Cl2O2S in a non-equilibrium geometry.

Summary:
ΔE to the lowest compared entry with this formula, charge and spin = 143.0 kJ/mol
Kohn-Sham gap = 8.65 eV
Total energy = -42079.6715 eV
LUMO level = -0.0120 hartree

```
! RIJCOSX wB97M-V def2-TZVPD def2/J DEFGRID3
* xyz 0 1
C 0.345 0.158 -0.031
C -0.968 -0.365 0.510
O 2.831 0.788 0.135
O 0.515 0.590 -1.258
S 1.722 0.241 0.951
Cl -1.611 -1.679 -0.567
Cl -1.981 1.045 0.758
H -0.807 -0.908 1.356
H -0.047 0.128 -1.855
*
```

> Among the records above, which one has the lowest ΔE to the lowest compared entry with this formula, charge and spin?

number 4

> Which value of total energy does entry 5 give?

-42078.1159 eV

> Which of these has the lowest total energy?

number 6

> What is the formula in the second record?

C2H2Cl2O